[1]
C40H51Br6N11O15Zn2 as an isolated structure in a non-equilibrium geometry. Source: OMol25; level of theory: ωB97M-V/def2-TZVPD.

Summary:
* strongest force on any atom: 13.67 eV/A
* 2S+1: 1
* HOMO level: -5.71 eV
* frontier orbital gap: 0.197 Ha
* LUMO level: -0.353 eV

Geometry (Å):
Zn (1.044, -1.749, 0.566)
Zn (-1.848, -0.843, -0.989)
O (-0.164, -0.570, 1.389)
C (-0.024, 0.733, 0.971)
C (-1.400, 1.292, 0.462)
O (-1.705, 1.009, -0.942)
H (0.716, 0.913, 0.195)
H (0.255, 1.373, 1.782)
H (-1.426, 2.349, 0.574)
H (-2.091, 0.913, 1.164)
C (0.474, -7.601, -4.404)
O (0.234, -6.269, -4.127)
O (1.091, -8.519, -4.528)
O (0.162, -2.058, -1.285)
C (2.746, 1.018, 5.476)
N (3.175, -0.061, 4.538)
O (3.787, -1.006, 5.013)
O (2.992, 0.010, 3.347)
H (3.636, 1.282, 6.095)
H (1.950, 0.633, 6.135)
H (2.413, 1.865, 4.882)
C (-1.240, 0.477, 4.167)
N (-0.543, -0.782, 4.649)
O (0.205, -0.658, 5.606)
O (-0.744, -1.848, 4.089)
H (-2.133, 0.518, 4.752)
H (-1.548, 0.421, 3.148)
H (-0.577, 1.269, 4.376)
C (-6.402, 1.040, 2.257)
N (-5.431, 0.067, 2.932)
O (-4.255, 0.157, 2.622)
O (-5.856, -0.699, 3.746)
H (-5.790, 1.462, 1.482)
H (-6.751, 1.772, 3.030)
H (-7.226, 0.419, 1.856)
C (-3.216, 2.399, -2.822)
N (-4.297, 1.948, -1.908)
O (-4.757, 0.810, -2.058)
O (-4.678, 2.689, -1.070)
H (-2.445, 2.812, -2.219)
H (-3.713, 2.986, -3.596)
H (-2.821, 1.482, -3.171)
C (2.095, 5.520, 3.456)
N (1.073, 4.678, 4.032)
O (0.138, 5.158, 4.671)
O (1.217, 3.460, 3.963)
H (1.805, 6.564, 3.674)
H (2.137, 5.205, 2.415)
H (3.016, 5.155, 3.877)
N (-1.977, -1.800, -2.883)
C (-2.890, -1.258, -3.747)
C (-3.362, -1.908, -4.930)
C (-2.730, -3.091, -5.232)
C (-1.847, -3.660, -4.377)
C (-1.413, -3.038, -3.233)
H (-3.425, -0.383, -3.426)
H (-4.156, -1.594, -5.634)
H (-2.965, -3.626, -6.161)
H (-1.451, -4.612, -4.645)
H (-0.688, -3.507, -2.527)
N (2.611, -0.900, -0.572)
C (3.536, -0.280, 0.088)
C (4.584, 0.495, -0.492)
C (4.784, 0.350, -1.890)
C (3.808, -0.352, -2.563)
C (2.761, -0.912, -1.911)
H (3.505, -0.455, 1.190)
H (5.290, 0.958, 0.165)
H (5.674, 0.629, -2.457)
H (3.812, -0.398, -3.648)
H (2.009, -1.452, -2.510)
N (-3.255, -1.760, 0.159)
C (-4.481, -2.098, -0.287)
C (-5.403, -2.652, 0.587)
C (-5.008, -2.911, 1.930)
C (-3.730, -2.562, 2.326)
C (-2.862, -1.981, 1.430)
H (-4.600, -1.965, -1.338)
H (-6.441, -2.974, 0.360)
H (-5.770, -3.222, 2.628)
H (-3.442, -2.720, 3.407)
H (-1.848, -1.659, 1.710)
N (1.665, 3.722, -4.803)
C (1.908, 3.011, -5.925)
C (1.544, 1.691, -6.041)
C (0.823, 1.062, -5.019)
C (0.508, 1.839, -3.903)
C (0.929, 3.133, -3.861)
H (2.469, 3.499, -6.678)
H (1.834, 1.127, -6.937)
H (0.578, 0.030, -4.930)
H (-0.035, 1.377, -3.040)
H (0.744, 3.771, -2.987)
N (3.786, 4.321, 0.731)
C (3.000, 4.616, -0.309)
C (3.488, 4.798, -1.635)
C (4.821, 4.687, -1.878)
C (5.664, 4.343, -0.830)
C (5.109, 4.155, 0.425)
H (1.942, 4.737, -0.106)
H (2.807, 5.111, -2.432)
H (5.197, 4.754, -2.916)
H (6.715, 4.252, -0.993)
H (5.780, 3.970, 1.288)
N (2.161, -3.088, 1.643)
C (2.935, -4.038, 0.981)
C (3.184, -5.246, 1.563)
C (2.873, -5.488, 2.896)
C (2.361, -4.440, 3.556)
C (2.007, -3.222, 2.933)
H (3.179, -3.810, -0.001)
H (3.697, -5.998, 1.022)
H (3.201, -6.408, 3.432)
H (2.105, -4.459, 4.598)
H (1.586, -2.383, 3.466)
C (-0.322, -7.066, 0.374)
Br (-1.800, -7.441, -0.863)
Br (1.246, -8.284, 0.231)
Br (-0.875, -6.999, 2.241)
H (0.008, -6.151, -0.004)
C (-2.216, 5.615, -0.256)
Br (-3.266, 7.237, -0.611)
Br (-1.853, 5.254, 1.606)
Br (-0.552, 5.727, -1.260)
H (-2.845, 4.789, -0.554)

---

[2]
C40H52BaCl5GeN6OPS as an isolated structure in a non-equilibrium geometry. Source: OMol25; level of theory: ωB97M-V/def2-TZVPD.

Summary:
* strongest force on any atom: 3.95 eV/A
* 2S+1: 1
* HOMO level (alpha / beta): -0.31 / -0.49 eV
* frontier orbital gap (alpha / beta): 0.148 / 0.154 Ha
* total charge: -2
* ΔE to the lowest compared entry with this formula, charge and spin: 70.5 kcal per mole
* LUMO level (alpha / beta): 3.712 / 3.712 eV

Geometry (Å):
Ba (-18.207, -10.970, -11.855)
C (-16.489, -17.613, -12.555)
C (-15.477, -16.654, -11.748)
N (-15.296, -15.385, -12.359)
C (-16.234, -14.344, -12.176)
S (-15.682, -12.768, -12.662)
N (-17.440, -14.702, -11.773)
N (-18.395, -13.696, -11.798)
C (-19.655, -14.023, -12.134)
C (-19.885, -15.243, -12.936)
C (-20.754, -13.207, -11.772)
C (-22.079, -13.292, -12.126)
C (-23.039, -12.325, -11.791)
C (-22.751, -11.331, -10.842)
C (-21.380, -11.074, -10.485)
N (-20.354, -12.046, -10.906)
H (-16.186, -18.698, -12.427)
H (-16.352, -17.392, -13.583)
H (-17.517, -17.439, -12.247)
H (-14.486, -17.131, -11.684)
H (-15.849, -16.503, -10.759)
H (-14.387, -15.009, -12.516)
H (-19.114, -15.923, -12.732)
H (-19.855, -14.857, -13.994)
H (-20.825, -15.788, -12.680)
H (-22.383, -14.181, -12.679)
H (-24.068, -12.469, -12.075)
H (-23.469, -10.611, -10.459)
H (-21.164, -10.004, -10.587)
N (-20.533, -9.429, -19.371)
C (-19.598, -10.255, -18.665)
O (-19.007, -11.087, -19.369)
C (-19.498, -10.187, -17.240)
C (-18.657, -11.160, -16.563)
C (-18.619, -11.270, -15.208)
N (-19.128, -10.318, -14.388)
C (-19.906, -9.397, -14.952)
C (-20.122, -9.252, -16.304)
H (-20.259, -9.295, -20.328)
H (-20.818, -8.589, -18.810)
H (-18.185, -11.886, -17.193)
H (-17.963, -12.035, -14.780)
H (-20.472, -8.751, -14.245)
H (-20.864, -8.496, -16.623)
Cl (-16.542, -11.997, -9.019)
C (-17.189, -10.581, -8.238)
C (-17.909, -9.701, -9.082)
C (-18.288, -8.501, -8.504)
Cl (-19.211, -7.372, -9.472)
C (-17.858, -8.105, -7.216)
Cl (-18.032, -6.435, -6.667)
C (-17.250, -9.010, -6.409)
Cl (-16.916, -8.575, -4.710)
C (-16.803, -10.298, -6.934)
Cl (-15.781, -11.270, -5.957)
C (-13.125, -10.205, -11.900)
C (-14.041, -9.016, -11.506)
C (-13.195, -7.743, -11.285)
C (-14.662, -9.320, -10.132)
P (-15.454, -9.017, -12.737)
C (-16.225, -7.367, -12.519)
C (-15.634, -6.102, -12.306)
C (-16.506, -5.013, -12.264)
C (-17.892, -5.072, -12.494)
C (-18.433, -6.319, -12.725)
C (-17.640, -7.433, -12.781)
C (-14.814, -8.924, -14.545)
C (-14.564, -10.309, -15.103)
C (-15.984, -8.382, -15.336)
C (-13.598, -8.033, -14.780)
H (-12.420, -10.346, -11.074)
H (-12.540, -9.900, -12.763)
H (-13.753, -11.026, -12.151)
H (-12.406, -8.034, -10.614)
H (-13.653, -6.930, -10.754)
H (-12.708, -7.366, -12.193)
H (-13.955, -9.649, -9.333)
H (-15.320, -10.222, -10.220)
H (-15.356, -8.594, -9.759)
H (-14.571, -5.917, -12.246)
H (-16.122, -4.021, -12.066)
H (-18.503, -4.211, -12.472)
H (-19.447, -6.401, -12.794)
H (-18.142, -8.380, -12.777)
H (-15.389, -10.979, -14.996)
H (-13.689, -10.722, -14.537)
H (-14.353, -10.204, -16.206)
H (-16.946, -8.771, -15.081)
H (-15.848, -8.607, -16.468)
H (-15.997, -7.299, -15.387)
H (-12.719, -8.408, -14.307)
H (-13.839, -7.035, -14.505)
H (-13.409, -7.965, -15.841)
C (-20.908, -12.924, -6.556)
Ge (-21.223, -13.490, -8.476)
C (-23.179, -13.771, -8.565)
C (-20.329, -15.132, -9.066)
C (-20.618, -11.857, -9.452)
H (-20.942, -13.712, -5.867)
H (-21.734, -12.275, -6.322)
H (-20.026, -12.282, -6.372)
H (-23.336, -14.573, -7.971)
H (-23.368, -14.050, -9.635)
H (-23.772, -12.905, -8.348)
H (-19.513, -14.939, -9.804)
H (-21.049, -15.846, -9.527)
H (-19.816, -15.580, -8.207)
H (-19.837, -11.350, -8.883)

---

[3]
C40H52BaF5N4O3Si2Te as an isolated structure in a non-equilibrium geometry. Source: OMol25; level of theory: ωB97M-V/def2-TZVPD.

Summary:
* strongest force on any atom: 17.90 eV/A
* 2S+1: 1
* HOMO level (alpha / beta): -3.36 / -1.53 eV
* frontier orbital gap (alpha / beta): 0.189 / 0.122 Ha
* total charge: -1
* ΔE to the lowest compared entry with this formula, charge and spin: 330.8 kcal per mole
* LUMO level (alpha / beta): 1.798 / 1.798 eV

Geometry (Å):
Ba (1.769, -0.718, -0.664)
O (-4.374, 1.914, -5.919)
C (-3.493, 2.785, -5.237)
C (-2.530, 2.016, -4.366)
C (-1.490, 2.692, -3.685)
C (-0.685, 1.977, -2.814)
N (-0.807, 0.670, -2.585)
C (-1.762, -0.013, -3.290)
C (-2.639, 0.669, -4.176)
C (-1.934, -1.421, -3.082)
C (-2.619, -2.240, -4.026)
C (-2.848, -3.564, -3.767)
C (-3.544, -4.473, -4.750)
O (-3.835, -3.808, -5.961)
C (-2.408, -4.081, -2.528)
C (-1.691, -3.233, -1.693)
N (-1.434, -1.963, -1.935)
H (-4.945, 2.437, -6.491)
H (-4.070, 3.471, -4.596)
H (-2.917, 3.393, -5.954)
H (-1.368, 3.753, -3.826)
H (0.109, 2.444, -2.242)
H (-3.436, 0.142, -4.673)
H (-2.927, -1.848, -4.981)
H (-4.475, -4.851, -4.293)
H (-2.894, -5.340, -4.950)
H (-4.279, -4.431, -6.544)
H (-2.600, -5.108, -2.263)
H (-1.326, -3.603, -0.742)
C (-3.123, -1.229, 5.876)
C (-3.724, -0.361, 4.761)
C (-4.036, 1.023, 5.340)
C (-5.041, -0.980, 4.271)
C (-2.735, -0.307, 3.603)
C (-2.375, -1.512, 2.941)
C (-1.461, -1.455, 1.905)
N (-0.862, -0.358, 1.466)
C (-1.201, 0.836, 2.065)
C (-2.140, 0.838, 3.146)
C (-0.579, 2.019, 1.565)
C (-0.858, 3.314, 2.098)
C (-0.246, 4.450, 1.638)
C (0.698, 4.276, 0.591)
C (0.929, 3.002, 0.096)
N (0.329, 1.892, 0.527)
C (-0.566, 5.813, 2.240)
C (-0.190, 5.801, 3.728)
C (-2.067, 6.093, 2.085)
C (0.200, 6.951, 1.558)
H (-3.807, -1.302, 6.719)
H (-2.190, -0.793, 6.220)
H (-2.913, -2.230, 5.515)
H (-4.747, 0.927, 6.160)
H (-4.474, 1.667, 4.581)
H (-3.135, 1.495, 5.726)
H (-5.770, -1.018, 5.078)
H (-4.883, -1.987, 3.901)
H (-5.445, -0.383, 3.458)
H (-2.809, -2.455, 3.230)
H (-1.175, -2.357, 1.382)
H (-2.386, 1.774, 3.615)
H (-1.581, 3.397, 2.891)
H (1.231, 5.117, 0.183)
H (1.652, 2.811, -0.692)
H (-0.742, 5.035, 4.263)
H (-0.404, 6.766, 4.184)
H (0.870, 5.591, 3.842)
H (-2.658, 5.354, 2.617)
H (-2.342, 6.050, 1.035)
H (-2.311, 7.080, 2.475)
H (1.272, 6.806, 1.651)
H (-0.057, 7.899, 2.025)
H (-0.058, 7.005, 0.504)
C (5.562, -0.233, 1.200)
Si (4.086, -1.116, 0.517)
C (2.881, -1.243, 1.982)
C (4.800, -2.779, 0.042)
C (5.510, -3.576, 0.904)
C (6.188, -4.676, 0.388)
C (6.168, -4.925, -0.976)
C (5.404, -4.138, -1.829)
C (4.719, -3.059, -1.326)
Si (3.102, -2.493, -2.096)
C (2.735, -3.705, -3.428)
C (2.174, -3.012, -0.514)
H (5.762, -0.635, 2.190)
H (5.430, 0.840, 1.275)
H (6.419, -0.454, 0.575)
H (3.611, -1.304, 2.789)
H (2.285, -2.146, 2.073)
H (2.245, -0.386, 2.209)
H (5.504, -3.359, 1.971)
H (6.731, -5.335, 1.052)
H (6.733, -5.757, -1.378)
H (5.329, -4.368, -2.885)
H (2.805, -4.697, -2.997)
H (3.446, -3.615, -4.241)
H (1.744, -3.545, -3.823)
H (2.686, -3.925, -0.174)
H (1.122, -3.262, -0.576)
H (2.380, -2.291, 0.253)
F (5.060, -1.022, -3.501)
Te (4.700, -0.414, -1.734)
F (3.925, 1.149, -2.659)
F (3.146, 0.642, -0.053)
F (5.824, 1.091, -1.275)
F (6.494, -1.265, -1.531)
O (2.651, -1.017, -2.455)

---

[4]
C40H52ClFNP2Ti as an isolated structure. Source: OMol25; level of theory: ωB97M-V/def2-TZVPD.

Summary:
* strongest force on any atom: 0.89 eV/A
* 2S+1: 3
* HOMO level (alpha / beta): -2.56 / -3.88 eV
* frontier orbital gap (alpha / beta): 0.190 / 0.239 Ha
* total charge: -1
* ΔE to the lowest compared entry with this formula, charge and spin: 0.0 kcal per mole
* LUMO level (alpha / beta): 2.619 / 2.613 eV

Geometry (Å):
Ti (0.838, 0.187, 0.043)
C (1.550, -3.230, 1.887)
C (1.806, -2.180, 2.982)
C (1.462, -2.834, 4.323)
P (0.919, -0.615, 2.512)
C (1.025, 0.628, 3.894)
C (1.299, 0.168, 5.324)
C (2.031, 1.714, 3.511)
C (-0.833, -1.154, 2.513)
C (-1.670, -1.091, 3.629)
C (-3.023, -1.393, 3.578)
C (-3.905, -1.311, 4.798)
C (-3.528, -1.765, 2.333)
C (-2.726, -1.837, 1.212)
C (-1.349, -1.546, 1.262)
N (-0.531, -1.497, 0.115)
C (-0.879, -2.329, -0.952)
C (-1.493, -3.585, -0.756)
C (-1.907, -4.370, -1.813)
C (-1.719, -3.973, -3.136)
C (-2.168, -4.821, -4.300)
C (-1.034, -2.782, -3.326)
C (-0.578, -1.975, -2.285)
P (0.520, -0.523, -2.512)
C (-0.186, 0.463, -3.915)
C (-1.667, 0.716, -3.620)
C (-0.020, 0.022, -5.371)
C (2.069, -1.335, -3.183)
C (1.949, -2.576, -4.068)
C (3.017, -0.321, -3.841)
H (2.286, -4.034, 1.971)
H (1.573, -2.835, 0.876)
H (0.556, -3.666, 2.029)
H (2.869, -1.916, 2.968)
H (0.378, -2.890, 4.462)
H (1.895, -2.326, 5.178)
H (1.840, -3.862, 4.325)
H (0.032, 1.081, 3.864)
H (2.313, -0.232, 5.420)
H (0.607, -0.589, 5.690)
H (1.235, 1.032, 5.993)
H (3.055, 1.328, 3.486)
H (2.000, 2.527, 4.245)
H (1.817, 2.129, 2.528)
H (-1.253, -0.766, 4.578)
H (-3.360, -0.895, 5.648)
H (-4.278, -2.293, 5.099)
H (-4.776, -0.674, 4.625)
H (-4.590, -1.972, 2.232)
H (-3.177, -2.072, 0.257)
H (-1.666, -3.924, 0.258)
H (-2.392, -5.320, -1.605)
H (-2.930, -5.541, -3.993)
H (-1.345, -5.391, -4.741)
H (-2.597, -4.208, -5.095)
H (-0.819, -2.482, -4.345)
H (0.342, 1.414, -3.794)
H (-2.254, -0.184, -3.820)
H (-2.052, 1.520, -4.256)
H (-1.845, 0.997, -2.582)
H (-0.622, -0.856, -5.607)
H (1.006, -0.191, -5.653)
H (-0.377, 0.828, -6.022)
H (2.553, -1.660, -2.263)
H (1.445, -2.368, -5.014)
H (1.417, -3.392, -3.581)
H (2.957, -2.930, -4.310)
H (2.753, -0.145, -4.884)
H (4.037, -0.715, -3.833)
H (3.048, 0.646, -3.345)
Cl (3.444, -0.916, 0.114)
C (4.146, 0.566, 0.786)
C (5.151, 0.457, 1.722)
C (5.620, 1.612, 2.339)
C (5.045, 2.829, 1.979)
C (4.051, 2.903, 1.011)
C (3.551, 1.762, 0.353)
C (2.471, 1.727, -0.624)
H (5.542, -0.519, 1.983)
H (6.399, 1.557, 3.089)
H (5.381, 3.742, 2.458)
H (3.632, 3.866, 0.739)
H (2.136, 2.717, -0.934)
H (2.791, 1.156, -1.488)
F (-5.480, 2.875, -1.506)
C (-4.263, 2.643, -0.926)
C (-3.151, 3.290, -1.414)
C (-1.916, 3.036, -0.825)
C (-1.756, 2.157, 0.256)
C (-0.417, 1.883, 0.844)
C (-2.930, 1.544, 0.721)
C (-4.173, 1.769, 0.136)
H (-3.250, 3.973, -2.250)
H (-1.033, 3.536, -1.215)
H (-0.541, 1.736, 1.923)
H (0.227, 2.754, 0.703)
H (-2.863, 0.860, 1.562)
H (-5.065, 1.273, 0.503)

---

> Which value of strongest force on any atom does entry 3 give?

17.90 eV/A

---

> Look up the 2S+1 of the first one.

1